Entry 1:
Formula: C16H24CuN2O4
Source: OMol25
Level of theory: wB97M-V/def2-TZVPD

Cartesian coordinates (Å):
C -1.868 -1.467 4.955
C -2.180 -0.360 3.951
C -0.887 0.196 3.355
C -1.113 1.499 2.640
O 0.145 2.177 2.232
C 0.749 1.567 1.164
C 1.810 0.774 1.282
C 2.487 0.189 0.103
O 3.609 -0.226 0.180
C 1.670 0.174 -1.168
N 2.003 -0.656 -2.271
C 1.234 -1.887 -2.469
C 3.477 -0.784 -2.573
C 4.116 0.293 -3.350
O 3.955 -1.764 -2.136
C 0.598 0.974 -1.295
N -0.146 0.949 -2.494
C -1.609 0.768 -2.298
C -1.971 -0.476 -1.485
C -2.573 -1.604 -2.334
C 0.204 1.897 -0.177
O -0.488 2.864 -0.369
H -1.318 -1.072 5.805
H -2.779 -1.948 5.290
H -1.240 -2.222 4.485
H -2.759 -0.806 3.142
H -2.781 0.420 4.414
H -0.120 0.327 4.121
H -0.496 -0.539 2.651
H -1.717 1.363 1.744
H -1.641 2.196 3.305
H 2.247 0.567 2.250
H 1.861 -2.622 -2.958
H 0.817 -2.243 -1.534
H 0.410 -1.648 -3.144
H 4.598 1.001 -2.678
H 3.403 0.793 -3.999
H 4.891 -0.166 -3.959
H -0.029 1.830 -2.990
H -2.066 1.648 -1.850
H -2.045 0.682 -3.290
H -1.110 -0.880 -0.946
H -2.698 -0.193 -0.725
H -2.035 -1.690 -3.275
H -2.501 -2.545 -1.795
H -3.624 -1.419 -2.530
Cu -0.491 4.070 3.022

Results
**Maximum force**: 1.42 eV Å⁻¹
**Spin multiplicity**: 2
**Charge**: +2
**E_tot**: -72770.574 eV
**⟨S²⟩**: 0.762

---

Entry 2:
Formula: C16H24N2O
Source: OMol25
Level of theory: wB97M-V/def2-TZVPD

Cartesian coordinates (Å):
C -4.924 -1.919 0.545
C -3.845 -0.883 0.449
C -4.044 0.261 -0.315
C -3.067 1.239 -0.409
C -3.291 2.473 -1.230
C -1.865 1.062 0.263
C -1.635 -0.088 1.008
N -0.429 -0.308 1.683
C 0.730 0.465 1.567
O 1.278 0.901 2.564
N 1.236 0.627 0.320
C 0.751 -0.074 -0.849
C 1.848 -0.668 -1.733
C 2.642 -1.799 -1.082
C 3.411 -1.415 0.184
C 4.271 -0.152 0.037
C 3.674 1.075 0.726
C 2.331 1.572 0.180
C -2.638 -1.051 1.106
H -5.070 -2.401 -0.422
H -5.868 -1.460 0.832
H -4.670 -2.683 1.275
H -4.984 0.393 -0.833
H -2.809 3.334 -0.773
H -4.353 2.680 -1.340
H -2.868 2.340 -2.227
H -1.113 1.836 0.230
H -0.543 -0.664 2.624
H 0.146 0.608 -1.464
H 0.103 -0.884 -0.513
H 1.354 -1.066 -2.623
H 2.528 0.114 -2.069
H 3.353 -2.174 -1.823
H 1.960 -2.618 -0.839
H 2.718 -1.280 1.014
H 4.051 -2.262 0.442
H 5.247 -0.330 0.494
H 4.452 0.059 -1.019
H 4.382 1.903 0.646
H 3.536 0.856 1.786
H 2.065 2.469 0.752
H 2.413 1.848 -0.872
H -2.465 -1.932 1.707

Results
**Maximum force**: 0.55 eV Å⁻¹
**Charge**: 0
**E_tot**: -22010.438 eV

---

Entry 3:
Formula: C16H24N2O2
Source: OMol25
Level of theory: wB97M-V/def2-TZVPD

Cartesian coordinates (Å):
C 1.459 3.621 0.290
C 0.813 2.454 -0.446
C 1.390 1.109 0.012
O 2.730 1.079 -0.429
C 3.500 -0.003 -0.131
C 3.110 -1.072 0.667
C 3.999 -2.105 0.918
C 5.275 -2.086 0.389
C 5.665 -1.019 -0.406
C 4.789 0.013 -0.664
C 0.600 -0.038 -0.641
O 0.977 -0.529 -1.685
N -0.508 -0.479 0.001
C -1.170 0.084 1.153
C -2.561 0.590 0.759
N -3.342 -0.503 0.214
C -4.726 -0.129 -0.026
C -5.625 -1.350 -0.189
C -2.681 -1.024 -0.970
C -1.295 -1.540 -0.597
H 1.248 3.568 1.357
H 1.077 4.565 -0.090
H 2.535 3.596 0.148
H -0.267 2.458 -0.285
H 1.002 2.541 -1.517
H 1.368 1.035 1.109
H 2.117 -1.123 1.088
H 3.681 -2.933 1.535
H 5.959 -2.897 0.589
H 6.659 -0.995 -0.829
H 5.075 0.849 -1.284
H -0.596 0.900 1.587
H -1.289 -0.708 1.902
H -3.064 0.975 1.649
H -2.455 1.419 0.032
H -5.064 0.436 0.846
H -4.821 0.527 -0.910
H -6.666 -1.041 -0.169
H -5.441 -1.861 -1.129
H -5.448 -2.045 0.627
H -3.268 -1.849 -1.372
H -2.584 -0.247 -1.751
H -0.763 -1.894 -1.481
H -1.394 -2.353 0.128

Results
**Maximum force**: 0.46 eV Å⁻¹
**Charge**: 0
**E_tot**: -24056.827 eV

---

Entry 4:
Formula: C16H24NO7
Source: OMol25
Level of theory: wB97M-V/def2-TZVPD

Cartesian coordinates (Å):
C -4.517 -1.528 0.108
C -5.201 -2.026 -1.171
C -4.862 -1.271 -2.495
C -3.689 -0.293 -2.469
C -2.316 -0.901 -2.326
C -2.132 -2.238 -2.041
N -0.896 -2.744 -1.904
C 0.213 -2.008 -2.027
C 0.123 -0.667 -2.340
C 1.385 0.159 -2.457
C 1.538 1.028 -1.216
O 1.469 2.215 -1.218
O 1.753 0.271 -0.098
C -1.157 -0.120 -2.498
C -1.342 1.353 -2.809
O -1.794 2.083 -1.987
O -0.993 1.762 -4.040
H -4.435 -0.443 0.156
H -5.117 -1.831 0.967
H -3.531 -1.969 0.274
H -6.275 -1.932 -1.015
H -4.996 -3.090 -1.310
H -5.739 -0.679 -2.757
H -4.734 -1.985 -3.311
H -3.683 0.243 -3.426
H -3.826 0.484 -1.716
H -2.958 -2.923 -1.921
H -0.799 -3.731 -1.696
H 1.165 -2.494 -1.868
H 2.243 -0.510 -2.534
H 1.352 0.801 -3.333
H 1.190 0.638 0.600
H -0.738 1.020 -4.604
C 2.897 2.386 2.285
C 3.473 0.991 2.453
O 4.712 1.057 3.169
C 4.594 1.200 4.493
O 3.559 1.236 5.106
O 5.814 1.280 5.011
C 5.849 1.479 6.429
H 3.632 3.042 1.819
H 2.002 2.389 1.663
H 2.634 2.807 3.254
H 3.722 0.546 1.495
H 2.777 0.325 2.967
H 5.251 0.729 6.940
H 5.488 2.475 6.678
H 6.891 1.383 6.719

Results
**Maximum force**: 1.01 eV Å⁻¹
**Charge**: +1
**E_tot**: -32798.103 eV

---

Entry 5:
Formula: C16H25AsCrN3O6SSe3Te
Source: OMol25
Level of theory: wB97M-V/def2-TZVPD

Cartesian coordinates (Å):
Cr 1.922 -1.589 -1.204
C -3.485 -2.576 4.899
C -2.209 -2.230 4.184
C -0.941 -2.130 4.782
C 0.098 -1.604 4.083
C -0.033 -1.274 2.714
C -1.251 -1.396 2.047
C -2.322 -1.888 2.790
S 1.306 -0.573 1.802
O 0.820 0.650 1.141
O 2.367 -0.505 2.845
N 1.616 -1.703 0.741
C 1.689 -3.154 1.168
C 1.726 -4.037 -0.132
O 1.847 -5.246 0.041
O 1.590 -3.427 -1.286
H -4.083 -3.168 4.198
H -4.120 -1.772 5.290
H -3.230 -3.104 5.843
H -0.916 -2.441 5.803
H 1.026 -1.422 4.648
H -1.372 -1.107 1.018
H -3.253 -1.979 2.253
H 0.790 -3.460 1.729
H 2.608 -3.238 1.806
C -1.392 -1.035 -3.944
C -0.106 -1.086 -3.152
N -0.037 -1.000 -1.813
O -1.209 -0.379 -1.242
C 1.070 -1.557 -3.882
C 1.055 -1.744 -5.369
N 2.241 -1.517 -3.228
O 3.243 -1.872 -3.893
H -1.595 -2.045 -4.406
H -1.407 -0.369 -4.813
H -2.226 -0.761 -3.313
H -0.846 -0.083 -0.406
H 0.757 -0.837 -5.859
H 0.313 -2.501 -5.772
H 2.012 -2.147 -5.666
Se 3.263 0.911 -1.134
Se 2.191 2.546 -2.347
Te 2.015 5.724 -2.589
Se 4.040 4.316 -2.601
C -0.251 3.506 1.634
As 0.474 4.412 -0.024
C 0.095 6.443 0.005
C -1.067 3.829 -1.131
H -1.347 3.403 1.765
H 0.074 4.137 2.477
H 0.223 2.502 1.628
H -0.454 6.749 0.935
H -0.538 6.782 -0.815
H 1.029 6.960 -0.059
H -0.584 3.631 -2.095
H -1.760 4.584 -1.311
H -1.467 2.870 -0.785

Results
**Maximum force**: 3.70 eV Å⁻¹
**Spin multiplicity**: 4
**Charge**: -2
**E_tot**: -337177.317 eV
**⟨S²⟩**: 4.045

---

Entry 6:
Formula: C16H25AsO11PbS
Source: OMol25
Level of theory: wB97M-V/def2-TZVPD

Cartesian coordinates (Å):
Pb 0.604 -1.346 -1.320
C -2.767 -1.429 -2.326
C -2.714 -2.780 -1.651
O -1.542 -2.868 -0.818
C -1.694 -2.829 0.593
C -2.010 -1.420 1.075
O -1.034 -0.541 0.503
C -1.453 0.829 0.551
C -0.387 1.672 -0.076
O -0.082 1.116 -1.359
C 0.632 2.016 -2.217
C 1.533 1.213 -3.147
O 0.977 -0.059 -3.482
C -0.076 -0.093 -4.463
C -1.449 -0.103 -3.838
O -1.495 -1.216 -2.940
H -2.977 -0.615 -1.625
H -3.557 -1.445 -3.081
H -2.619 -3.562 -2.402
H -3.626 -2.952 -1.075
H -0.325 -4.119 1.092
H -2.503 -3.498 0.906
H -1.486 -2.000 2.850
H -2.993 -1.118 0.703
H -1.613 1.141 1.584
H -2.391 0.934 -0.001
H 0.522 1.693 0.529
H -0.772 2.690 -0.177
H 1.259 2.682 -1.622
H -0.095 2.620 -2.762
H 2.479 0.992 -2.655
H 1.739 1.785 -4.052
H 0.072 -1.014 -5.023
H 0.022 0.751 -5.148
H -2.189 -0.233 -4.631
H -1.670 0.818 -3.294
O 4.796 0.185 1.130
As 3.125 -0.071 1.369
O 2.888 -1.443 2.425
O 2.370 -0.356 -0.077
C 2.372 1.183 2.561
C 2.534 2.558 2.625
C 1.897 3.231 3.659
C 1.129 2.540 4.593
C 0.971 1.161 4.517
C 1.609 0.485 3.493
S 1.407 -1.301 3.255
O 1.530 -1.932 4.548
O -2.018 -1.306 2.442
O -0.467 -3.165 1.151
H 5.288 -0.567 0.770
H 3.163 3.085 1.920
H 2.018 4.302 3.751
H 0.665 3.082 5.406
H 0.400 0.617 5.259

Results
**Maximum force**: 0.36 eV Å⁻¹
**Charge**: +2
**E_tot**: -116426.043 eV

---

Entry 7:
Formula: C16H25Br10NO2
Source: OMol25
Level of theory: wB97M-V/def2-TZVPD

Cartesian coordinates (Å):
O -0.666 2.198 -2.666
N 0.412 1.884 -2.215
O 1.464 2.341 -2.600
C 0.469 0.891 -1.142
C -0.729 0.476 -0.574
C -0.648 -0.356 0.541
C 0.529 -0.969 0.942
C 1.702 -0.574 0.305
C 1.672 0.330 -0.752
H -1.698 0.923 -0.735
H -1.589 -0.530 1.053
H 0.703 -1.585 1.816
H 2.687 -0.925 0.579
H 2.550 0.605 -1.323
Br 0.053 -4.731 0.667
C -1.598 -4.352 1.662
C -2.656 -3.711 0.792
Br -4.228 -3.234 1.921
H -1.337 -3.669 2.465
H -1.986 -5.259 2.117
H -3.014 -4.327 -0.026
H -2.308 -2.778 0.356
Br -3.791 3.180 -0.102
C -2.508 4.505 -0.727
C -3.082 5.269 -1.901
Br -1.718 6.465 -2.596
H -1.551 4.054 -0.968
H -2.339 5.158 0.128
H -3.923 5.912 -1.682
H -3.263 4.539 -2.685
Br 1.050 1.563 2.962
C 2.230 0.073 3.370
C 1.459 -0.941 4.184
Br 2.664 -2.338 4.861
H 3.085 0.421 3.941
H 2.533 -0.346 2.416
H 0.622 -1.367 3.632
H 0.998 -0.524 5.076
Br 4.142 -3.081 1.284
C 5.429 -3.797 2.537
C 4.719 -4.890 3.309
Br 5.760 -5.268 4.973
H 5.739 -2.958 3.143
H 6.164 -4.232 1.873
H 4.752 -5.840 2.782
H 3.675 -4.716 3.548
Br -2.346 1.024 -5.860
C -2.921 2.801 -5.305
C -2.765 3.822 -6.407
Br -3.312 5.598 -5.690
H -2.378 3.084 -4.405
H -3.951 2.701 -4.962
H -3.258 3.530 -7.327
H -1.699 3.950 -6.584

Results
**Maximum force**: 1.59 eV Å⁻¹
**Charge**: 0
**E_tot**: -723004.968 eV

---

Entry 8:
Formula: C16H25Cl12F5N2O3S
Source: OMol25
Level of theory: wB97M-V/def2-TZVPD

Cartesian coordinates (Å):
C 4.074 -1.820 0.577
C 4.376 -2.298 -0.965
O 3.897 -3.649 -1.298
C 2.872 -3.596 -2.388
O 3.273 -3.971 -3.605
C 1.359 -3.140 -1.950
C 0.482 -2.412 -3.128
C -1.100 -2.475 -2.656
C -1.597 -1.079 -1.878
O -0.374 -0.499 -1.309
C -0.451 0.957 -1.141
N -0.678 1.748 -2.409
C -2.773 -1.403 -0.729
C -3.675 0.005 -0.669
S -1.831 -1.756 0.850
N -3.575 -2.543 -1.289
C -4.424 -3.274 -0.288
F -5.014 -2.453 0.792
F -5.603 -3.811 -1.068
C -3.703 -4.651 0.332
F -3.405 -4.469 1.800
F -4.599 -5.833 0.086
F -2.405 -4.968 -0.311
H 4.665 -2.411 1.402
H 4.450 -0.691 0.662
H 2.914 -1.796 0.821
H 5.546 -2.303 -1.107
H 3.842 -1.551 -1.694
H 1.444 -2.406 -1.013
H 0.833 -4.123 -1.523
H 0.548 -3.088 -4.107
H 0.852 -1.350 -3.447
H -1.747 -2.550 -3.638
H -1.185 -3.429 -1.960
H -2.119 -0.439 -2.708
H 0.616 1.298 -0.728
H -1.207 1.235 -0.259
H -0.011 2.543 -2.522
H -1.637 2.191 -2.277
H -4.820 -0.208 -0.780
H -3.257 0.847 -1.366
H -3.525 0.398 0.449
H -0.612 -2.388 0.517
H -4.149 -2.129 -2.066
Cl 2.555 1.075 0.856
C 2.627 1.124 2.626
Cl 1.039 0.762 3.323
Cl 3.846 -0.010 3.230
H 2.915 2.134 2.931
Cl 4.192 2.562 -2.199
C 3.263 4.071 -2.190
Cl 1.812 3.913 -3.194
Cl 2.827 4.524 -0.534
H 3.889 4.862 -2.611
Cl 0.772 5.824 2.137
C -0.198 4.528 2.858
Cl -0.719 3.376 1.617
Cl 0.717 3.701 4.130
H -1.088 4.975 3.309
Cl -1.045 6.522 5.003
C -0.973 6.571 6.773
Cl -2.561 6.209 7.471
Cl 0.246 5.436 7.377
H -0.685 7.581 7.078

Results
**Maximum force**: 8.66 eV Å⁻¹
**Charge**: 0
**E_tot**: -200803.218 eV

---

Entry 9:
Formula: C16H25N3O5
Source: OMol25
Level of theory: wB97M-V/def2-TZVPD

Cartesian coordinates (Å):
C -5.248 -2.295 0.207
C -3.881 -1.779 -0.212
O -3.479 -0.663 0.598
C -4.007 0.542 0.324
O -4.712 0.768 -0.621
C -3.587 1.552 1.369
C -2.748 2.702 0.799
C -1.338 2.275 0.384
C -1.284 1.726 -1.048
C 0.091 1.156 -1.329
O 0.945 1.798 -1.913
C 0.327 -0.198 -0.861
N -0.611 -0.980 -0.189
C -0.143 -2.249 -0.011
O -0.702 -3.188 0.505
N 1.127 -2.234 -0.570
C 1.414 -1.003 -1.095
C 2.740 -0.670 -1.699
N 3.742 -0.255 -0.732
C 3.431 0.988 -0.049
C 4.670 1.430 0.729
O 5.066 0.447 1.660
C 5.336 -0.769 1.008
C 4.112 -1.271 0.236
H -5.495 -3.175 -0.380
H -6.006 -1.534 0.038
H -5.240 -2.564 1.260
H -3.109 -2.535 -0.050
H -3.897 -1.467 -1.262
H -4.508 1.967 1.786
H -3.042 1.037 2.160
H -2.670 3.468 1.573
H -3.270 3.138 -0.054
H -0.669 3.136 0.438
H -0.963 1.528 1.088
H -1.463 2.544 -1.748
H -2.049 0.967 -1.204
H -1.510 -0.681 0.157
H 1.725 -3.043 -0.607
H 3.133 -1.542 -2.230
H 2.605 0.155 -2.402
H 3.161 1.740 -0.790
H 2.590 0.869 0.655
H 4.464 2.333 1.305
H 5.489 1.623 0.021
H 5.619 -1.480 1.787
H 6.172 -0.640 0.305
H 4.371 -2.193 -0.292
H 3.302 -1.480 0.956

Results
**Maximum force**: 1.07 eV Å⁻¹
**Charge**: 0
**E_tot**: -31706.481 eV